Molecular formula: C22H39Cl12N5
Method: DFT, wB97M-V/def2-TZVPD

The value obtained for the LUMO energy (alpha / beta) is -2.1996 / -9.8886 eV. Its maximum force is 2.5 eV Å⁻¹. The HOMO-LUMO gap (alpha / beta) comes out at 0.37944 / 0.09687 hartree. As for the energy: -181154.4487 eV. The highest occupied orbital energy (alpha / beta) comes out at -12.525 / -12.524 eV. The expectation value of S² is 0.753.

ORCA input file:
```
! RIJCOSX wB97M-V def2-TZVPD def2/J DEFGRID3
* xyz 1 2
C -1.20533 2.73327 13.81622
C -2.37747 3.03699 14.63905
N -3.29507 3.24852 15.29460
H -0.64867 1.87537 14.19338
H -0.40841 3.47304 13.74029
H -1.63071 2.55299 12.82898
C -7.04594 7.57437 11.40766
C -7.08549 6.12340 11.67866
N -7.06621 4.98257 11.88559
H -6.96958 7.83895 10.35302
H -6.21702 8.03890 11.94170
H -8.02144 7.90725 11.76217
C -6.32314 1.08249 7.04908
C -7.07671 -0.07555 6.60291
N -7.64172 -0.95331 6.14834
H -6.42572 1.96676 6.42007
H -5.32000 0.66472 7.13436
H -6.80915 1.17718 8.02012
C -0.72660 -2.39581 9.77952
C -1.18917 -0.96017 9.52000
N -1.53634 0.13422 9.39111
H -0.38320 -2.57301 10.79872
H 0.03116 -2.80318 9.11024
H -1.61518 -2.96528 9.50706
C -3.62225 6.43761 9.50204
C -2.78874 5.76337 10.47646
N -2.10547 5.29426 11.28513
H -4.41918 7.04842 9.92621
H -4.15389 5.74592 8.84857
H -3.05303 7.13020 8.88204
Cl -10.95707 1.87233 7.86840
C -10.74561 2.95896 9.24849
C -9.27140 3.05950 9.72506
Cl -8.29391 3.98072 8.58358
H -11.29711 2.63086 10.12957
H -11.08365 3.92466 8.87268
H -8.82287 2.08235 9.90423
H -9.22602 3.71768 10.59272
Cl 0.37489 4.66565 9.56040
C 0.58422 2.99813 9.20621
C 1.93765 2.57464 9.87114
Cl 1.74634 2.37034 11.63372
H 0.78701 2.85961 8.14424
H -0.30862 2.50108 9.58553
H 2.78292 3.24456 9.71362
H 2.38101 1.66223 9.47235
Cl -6.52894 1.67641 11.32627
C -4.89873 2.28070 11.61326
C -4.09338 2.20148 10.27008
Cl -4.64383 3.05869 8.80012
H -4.37730 1.76906 12.42223
H -4.94051 3.28652 12.03122
H -3.79108 1.18867 10.00376
H -3.11985 2.64118 10.48686
Cl -3.43860 -3.79536 16.71933
C -3.09613 -2.20925 16.02280
C -4.13961 -1.92410 14.89846
Cl -3.87496 -0.16950 14.46138
H -2.07933 -2.23406 15.63086
H -3.15264 -1.51255 16.85917
H -5.10996 -1.89759 15.39426
H -4.23909 -2.60412 14.05242
Cl -4.34258 -3.40592 11.10244
C -6.09014 -3.22522 11.21807
C -6.46356 -1.73085 11.39549
Cl -8.20739 -1.63817 11.85128
H -6.32049 -3.74147 12.15002
H -6.55387 -3.69993 10.35337
H -6.21704 -1.11455 10.53091
H -5.93046 -1.18730 12.17553
Cl -1.95000 0.48041 3.55111
C -2.61019 0.19828 5.22377
C -2.36686 1.34609 6.20649
Cl -3.23712 2.77217 5.55211
H -2.16301 -0.70376 5.64143
H -3.68167 0.04463 5.09560
H -1.33058 1.67139 6.29811
H -2.92784 1.26620 7.13762
*
```

Molecular formula: C22H39Cl3N3O3SiTl
Method: DFT, wB97M-V/def2-TZVPD

The value obtained for the LUMO energy (alpha / beta) is -0.3179 / 0.1561 eV. Its maximum force is 3.2 eV Å⁻¹. The HOMO-LUMO gap (alpha / beta) comes out at 0.25976 / 0.22709 hartree. Its relative energy (zero: lowest compared OMol25 entry of this formula, charge and spin) is 284.4 kJ/mol. As for the energy: -84198.0969 eV. The highest occupied orbital energy (alpha / beta) comes out at -7.386 / -6.023 eV.

ORCA input file:
```
! RIJCOSX wB97M-V def2-TZVPD def2/J DEFGRID3
* xyz 0 1
C 1.68122 -1.46140 -3.76492
C 0.92297 -0.23292 -3.32757
H 2.01700 -1.35185 -4.79933
H 1.08359 -2.38754 -3.68758
H 2.56578 -1.57901 -3.11980
C 0.56896 0.77437 -4.24842
C 0.40360 0.51739 -5.68900
H 0.45091 1.79898 -3.89241
H 0.01952 -0.49984 -5.88999
H 1.34610 0.63056 -6.25551
H -0.31280 1.22257 -6.13065
Tl 1.02759 -1.42547 2.58603
Cl 3.11584 -0.52640 1.59481
Cl -1.09182 -2.47360 3.41896
C 0.71427 1.78145 2.29620
O -0.08628 0.81357 2.28712
N 0.34233 3.06498 2.34544
C -1.05907 3.46832 2.36778
C 1.35241 4.10135 2.52461
H 1.81347 1.62883 2.27612
H -1.71286 2.59296 2.30602
H -1.25247 4.14264 1.52063
H -1.24807 4.02432 3.29820
H 2.32380 3.59804 2.57260
H 1.16506 4.64586 3.45917
H 1.34211 4.79704 1.67697
H -2.32979 -1.58238 -1.90694
H -2.24731 0.73490 -3.11761
C -3.00535 -1.16249 -1.14954
C -3.09464 0.93420 -2.44619
N -2.85543 0.28676 -1.15241
H -2.76345 -1.55337 -0.15451
C -3.11988 0.97984 0.01453
O -3.32660 0.46536 1.10375
H -3.18999 2.01884 -2.29135
H -3.12483 2.08582 -0.14842
H -4.04287 -1.42107 -1.41581
H -4.00708 0.53475 -2.91675
O 0.02604 -0.52193 -2.22889
C 1.16541 0.22722 -1.80442
C -0.25154 2.27130 -1.30354
C 1.00876 1.64509 -1.44065
H -1.15222 1.65604 -1.30680
C -0.34512 3.65051 -1.12916
H 1.92115 -0.36261 -1.27158
C 2.16704 2.43171 -1.24338
H -1.32555 4.13455 -1.06824
C 0.81712 4.42127 -1.03838
C 2.07450 3.80441 -1.06275
H 3.14050 1.93261 -1.26477
H 0.74982 5.50646 -0.93001
H 2.98362 4.39378 -0.93906
Si 0.46931 -4.50633 0.54413
Cl 0.48133 -2.26784 0.18066
C -1.30534 -5.03642 0.69816
C 1.32622 -4.72733 2.20711
C 1.43217 -5.42947 -0.76359
H -1.97708 -4.17351 0.79239
H -1.42314 -5.66069 1.59829
H -1.59882 -5.63882 -0.17623
H 0.79857 -5.61671 -1.64938
H 1.75430 -6.40479 -0.35438
H 2.32338 -4.86594 -1.08159
H 0.80470 -4.22762 3.03415
H 2.36940 -4.38301 2.19651
H 1.33634 -5.78397 2.48749
C -0.37307 0.06917 6.67658
C 0.62827 -0.35657 5.73333
N 1.46256 -0.69129 4.99461
H 0.00896 -0.09018 7.70108
H -1.29099 -0.52602 6.53710
H -0.59250 1.14058 6.53104
*
```

Molecular formula: C22H39Cl3N7O5PS
Method: DFT, wB97M-V/def2-TZVPD

The value obtained for the LUMO energy is -0.5449 eV. Its maximum force is 0.6 eV Å⁻¹. The HOMO-LUMO gap comes out at 0.29929 hartree. As for the energy: -101807.9632 eV. The highest occupied orbital energy comes out at -8.689 eV.

ORCA input file:
```
! RIJCOSX wB97M-V def2-TZVPD def2/J DEFGRID3
* xyz 0 1
C 2.71279 -0.22922 -1.12795
C 1.54917 -1.17546 -1.23431
C 1.79758 -2.49362 -1.79479
N 3.08991 -2.85777 -2.26236
C 0.79975 -3.38212 -1.97437
C 0.95462 -4.73768 -2.59557
Cl 2.22933 -5.73923 -1.83772
C 1.19200 -4.73817 -4.12360
C 0.38441 -5.83017 -4.80530
Cl 0.78364 -3.15997 -4.88764
C -0.52390 -2.98214 -1.63408
N -1.61810 -3.73529 -1.78322
S -2.84885 -2.85124 -1.26459
N -2.09952 -1.50568 -0.84239
C -0.79702 -1.68696 -1.08714
C 0.28919 -0.77183 -0.87889
P 0.14611 0.89591 -0.16039
O -1.42309 0.93116 0.28756
Cl -0.00981 1.99843 -1.94051
H 2.51952 0.61165 -0.46340
H 3.61460 -0.71690 -0.76387
H 2.95220 0.18004 -2.11310
H 3.26516 -2.48950 -3.19258
H 3.79973 -2.53146 -1.62292
H 0.04023 -5.28588 -2.39564
H 2.25404 -4.87120 -4.31157
H 0.42254 -5.70343 -5.88494
H 0.77616 -6.80880 -4.52871
H -0.66096 -5.76499 -4.50156
H -1.90080 1.57624 -0.24838
C -3.03559 -0.59471 4.37544
O -3.16083 -1.19645 5.42540
N -3.68510 0.54392 4.06919
C -3.49991 1.22054 2.80052
C -4.59893 1.10319 5.04848
H -2.36561 -0.94011 3.56942
H -3.12081 2.23199 2.96212
H -4.44930 1.28320 2.26378
H -2.78609 0.67209 2.19169
H -4.06594 1.32688 5.97418
H -5.39073 0.38936 5.28133
H -5.03754 2.01689 4.65160
C 5.32008 -3.11590 -4.65513
O 4.31520 -3.18735 -5.33765
N 6.56674 -2.97140 -5.13745
C 7.72332 -2.88247 -4.27044
C 6.74703 -2.90597 -6.57859
H 5.28639 -3.16421 -3.55421
H 8.24161 -1.93255 -4.41477
H 8.42171 -3.69638 -4.47407
H 7.40541 -2.95073 -3.23208
H 6.19506 -2.06258 -6.99358
H 6.37530 -3.81540 -7.05067
H 7.80515 -2.79012 -6.79906
C -7.78411 3.64604 5.04283
O -6.77942 4.02025 4.46786
N -7.87602 3.47134 6.37460
C -9.08601 2.99528 7.01175
C -6.70663 3.76400 7.18648
H -8.71872 3.40702 4.50778
H -9.46066 3.72967 7.72750
H -8.90118 2.05706 7.53836
H -9.85095 2.82468 6.25700
H -6.42148 4.81083 7.07986
H -5.86403 3.15436 6.85976
H -6.92600 3.55159 8.22949
C 3.04603 3.71711 -0.27542
O 3.89584 2.94776 0.13414
N 2.95478 5.01229 0.08071
C 1.91455 5.87668 -0.43606
C 3.93157 5.54482 1.01489
H 2.26504 3.40512 -0.98679
H 2.34596 6.71768 -0.98300
H 1.29812 6.26807 0.37592
H 1.27760 5.31074 -1.11332
H 4.93938 5.44678 0.61078
H 3.89441 4.99953 1.95818
H 3.71466 6.59480 1.19521
*
```

Question: What is the maximum force in the third record?
Answer: 0.6 eV Å⁻¹

Question: What is the energy in the first record?
Answer: -181154.4487 eV